DFT (ωB97M-V with the def2-TZVPD basis set) results for one molecule with the formula C3H4OS in a non-equilibrium geometry.

Atoms and positions in Å:
C (-0.47, -0.42, 0.04)
S (2.35, -0.26, 0.10)
H (1.14, -2.00, -0.36)
H (0.34, 1.46, -0.45)
H (-1.54, 1.16, -0.51)
C (-0.57, 0.96, 0.00)
O (-1.46, -1.18, 0.13)
H (-0.67, 1.25, 1.07)
C (0.87, -0.98, -0.03)

The calculation puts the largest force on an atom at 5.17 eV/A. Its energy relative to the best compared isomer or geometry (same formula, charge and spin) is 32.7 kcal per mole. For the gap between HOMO and LUMO, the calculation gives 0.2784 hartree.

***

DFT (ωB97M-V with the def2-TZVPD basis set) results for one molecule with the formula C3H4OS in a non-equilibrium geometry.

Atoms and positions in Å:
H (-0.64, -0.98, 1.11)
H (-1.90, -0.58, -0.88)
C (-0.23, 0.71, -0.23)
H (0.52, 1.01, -0.95)
H (-0.36, 1.54, 0.48)
C (-1.50, 0.43, -0.94)
C (0.22, -0.47, 0.68)
O (-2.00, 1.34, -1.55)
S (1.72, -0.98, 0.98)

The calculation puts the largest force on an atom at 2.62 eV/A. Its energy relative to the best compared isomer or geometry (same formula, charge and spin) is 23.5 kcal per mole. For the gap between HOMO and LUMO, the calculation gives 0.3142 hartree.

***

DFT (ωB97M-V with the def2-TZVPD basis set) results for one molecule with the formula C3H4OS in a non-equilibrium geometry.

Atoms and positions in Å:
H (-1.08, 1.09, 1.26)
C (0.17, 0.02, -0.08)
H (-0.72, 0.29, -2.31)
S (0.82, -1.51, -0.79)
O (0.10, -2.67, -0.23)
C (-0.21, -0.26, -1.53)
H (0.52, 0.41, 1.98)
C (0.01, 0.93, 1.09)
H (0.40, 1.69, 0.60)

The calculation puts the largest force on an atom at 5.91 eV/A. Its energy relative to the best compared isomer or geometry (same formula, charge and spin) is 96.7 kcal per mole. The spin multiplicity is 3. For the gap between HOMO and LUMO (spin up / spin down), the calculation gives 0.2764 / 0.2531 hartree. Its expectation value of S² is 2.015.

***

DFT (ωB97M-V with the def2-TZVPD basis set) results for a 2-piece molecular cluster, C3H4OS2 overall in a non-equilibrium geometry.

Atoms and positions in Å:
H (-1.67, -0.02, 0.31)
O (0.76, 0.66, -0.82)
C (0.97, 1.28, 1.72)
C (-0.20, 0.14, -1.26)
H (-0.33, 0.28, -2.35)
S (2.70, 1.28, 1.75)
C (-1.13, -0.73, -0.43)
H (-0.63, -1.44, 0.06)
H (-1.90, -1.13, -1.19)
S (1.43, -0.31, 2.21)

The calculation puts the largest force on an atom at 6.59 eV/A. Its energy relative to the best compared isomer or geometry (same formula, charge and spin) is 95.8 kcal per mole. For the gap between HOMO and LUMO, the calculation gives 0.3113 hartree.

***

DFT (ωB97M-V with the def2-TZVPD basis set) results for one molecule with the formula C3H4P2 in a non-equilibrium geometry.

Atoms and positions in Å:
H (-2.35, -0.80, 1.09)
H (2.37, -0.72, -1.14)
C (-0.49, 0.65, 0.53)
H (0.15, 0.85, -1.62)
C (0.49, 0.60, -0.54)
P (1.88, -0.40, 0.11)
C (-0.02, -0.77, 0.06)
P (-1.81, -0.36, -0.10)
H (-0.23, 0.96, 1.61)

The calculation puts the largest force on an atom at 3.56 eV/A. Its energy relative to the best compared isomer or geometry (same formula, charge and spin) is 69.2 kcal per mole. For the gap between HOMO and LUMO, the calculation gives 0.3128 hartree.

***

DFT (ωB97M-V with the def2-TZVPD basis set) results for one molecule with the formula C3H4P2 in a non-equilibrium geometry.

Atoms and positions in Å:
C (1.37, 0.42, -0.37)
H (0.77, -1.73, -0.52)
P (1.28, -1.15, 0.57)
H (-1.09, 1.82, -0.30)
C (-1.07, 0.83, 0.30)
P (-2.32, 0.10, 1.12)
C (0.22, 0.31, 0.19)
H (-1.67, -1.24, 1.38)
H (1.81, 0.91, -1.20)

The calculation puts the largest force on an atom at 2.36 eV/A. Its energy relative to the best compared isomer or geometry (same formula, charge and spin) is 45.4 kcal per mole. For the gap between HOMO and LUMO, the calculation gives 0.2929 hartree.

***

DFT (ωB97M-V with the def2-TZVPD basis set) results for a 2-piece molecular cluster, C3H4P2 overall in a non-equilibrium geometry.

Atoms and positions in Å:
C (0.72, -0.08, 0.28)
C (-1.75, 0.04, -0.36)
H (1.48, 0.32, 0.92)
P (-3.17, 0.98, 0.09)
H (0.79, -0.74, -0.62)
P (-3.26, -1.03, -0.08)
H (-0.93, 0.70, 1.37)
C (-0.59, 0.12, 0.55)
H (-1.51, 0.02, -1.89)

The calculation puts the largest force on an atom at 5.45 eV/A. Its energy relative to the best compared isomer or geometry (same formula, charge and spin) is 49.4 kcal per mole. For the gap between HOMO and LUMO, the calculation gives 0.2809 hartree.

***

DFT (ωB97M-V with the def2-TZVPD basis set) results for one molecule with the formula C3H4P2 in a non-equilibrium geometry.

Atoms and positions in Å:
H (0.42, -0.92, 0.99)
H (2.94, 0.24, 1.09)
C (-0.64, 0.75, 0.47)
H (-2.86, 0.09, -0.38)
H (-0.25, 0.20, -1.81)
C (-0.54, 0.02, -0.78)
P (2.18, 0.39, -0.22)
P (-1.90, -0.65, 0.30)
C (0.64, -0.11, 0.34)

The calculation puts the largest force on an atom at 3.06 eV/A. Its energy relative to the best compared isomer or geometry (same formula, charge and spin) is 106.2 kcal per mole. For the gap between HOMO and LUMO (spin up / spin down), the calculation gives 0.2877 / 0.2514 hartree.